A cluster of 7 separate species, C13H42N4O9 in total, computed with the ωB97M-V functional and the def2-TZVPD basis.

Cartesian coordinates (Å):
1 C 24.425 -24.573 11.410
2 O 24.854 -25.882 11.242
3 C 24.319 -26.931 12.069
4 C 25.176 -28.145 11.783
5 N 25.182 -28.370 10.332
6 C 25.668 -29.683 9.972
7 C 25.724 -29.764 8.467
8 O 26.729 -28.964 7.867
9 C 26.718 -29.148 6.470
10 H 23.444 -24.485 10.944
11 H 25.044 -23.899 10.819
12 H 24.547 -24.145 12.405
13 H 23.262 -27.084 11.852
14 H 24.390 -26.739 13.140
15 H 24.704 -29.006 12.256
16 H 26.209 -28.224 12.120
17 H 26.013 -27.844 10.102
18 H 25.140 -30.564 10.337
19 H 26.652 -29.953 10.355
20 H 24.722 -29.391 8.257
21 H 25.716 -30.788 8.093
22 H 26.060 -28.411 6.010
23 H 26.177 -30.053 6.192
24 H 27.740 -29.090 6.096
25 C 18.561 -17.779 12.319
26 O 18.024 -16.468 12.273
27 C 16.705 -16.344 11.831
28 C 15.644 -17.131 12.704
29 N 14.329 -16.550 12.703
30 C 13.278 -17.408 12.208
31 C 13.244 -17.909 10.693
32 O 13.102 -16.872 9.696
33 C 11.808 -16.339 9.456
34 H 18.681 -18.306 11.373
35 H 18.032 -18.529 12.907
36 H 19.509 -17.607 12.828
37 H 16.592 -16.726 10.816
38 H 16.445 -15.287 11.785
39 H 16.125 -17.195 13.680
40 H 15.692 -18.203 12.514
41 H 14.373 -15.808 12.019
42 H 12.351 -16.887 12.449
43 H 13.126 -18.316 12.791
44 H 12.444 -18.631 10.525
45 H 14.210 -18.402 10.585
46 H 10.985 -17.051 9.518
47 H 11.970 -15.795 8.526
48 H 11.495 -15.686 10.271
49 N 22.015 -21.526 10.030
50 C 21.908 -20.832 11.136
51 N 21.567 -19.599 10.966
52 O 22.235 -21.255 12.237
53 H 21.956 -22.527 10.151
54 H 21.837 -21.139 9.114
55 H 21.180 -19.365 10.062
56 H 21.157 -19.158 11.776
57 O 19.090 -22.191 9.512
58 H 18.278 -21.751 9.764
59 H 19.054 -23.035 9.961
60 O 22.923 -19.593 14.375
61 H 22.450 -19.833 15.172
62 H 22.526 -20.131 13.689
63 O 25.026 -21.523 12.435
64 H 25.157 -21.099 13.283
65 H 24.132 -21.289 12.186
66 O 20.991 -21.754 7.527
67 H 20.653 -21.966 8.397
68 H 20.886 -22.563 7.026

Results
gap between HOMO and LUMO	8.756	eV
highest occupied orbital energy	-0.3316	Eh
SMILES string	COCCNCCOC.COCCNCCOC.NC(N)=O.O.O.O.O
LUMO energy	-0.267	eV
largest force on an atom	4.45	eV/A